# 1
The following is a DFT calculation (the ωB97M-V functional and the def2-TZVPD basis) of a single C6H12 molecule.

Geometry (Å):
C 1.040 0.407 -1.380
C -0.422 0.221 -1.028
C -0.940 0.633 0.330
C -0.100 1.425 1.310
C -0.822 -0.835 -0.028
C 0.181 -1.846 0.485
H 1.389 -0.383 -2.056
H 1.686 0.384 -0.497
H 1.203 1.371 -1.873
H -1.098 0.370 -1.870
H -1.974 0.976 0.327
H -0.073 2.476 0.991
H 0.935 1.081 1.386
H -0.532 1.400 2.316
H -1.791 -1.294 -0.225
H 1.140 -1.407 0.778
H 0.386 -2.574 -0.311
H -0.207 -2.405 1.344

Properties
- molar mass (g/mol) = 84.2
- calculated total energy (hartree) = -235.7792
- orbital gap (eV) = 10.84
- relative energy (zero: lowest compared OMol25 entry of this formula, charge and spin) (kJ/mol) = 102.4

Löwdin population analysis, charges in e, atoms 1 to 2: atom 1 (C): -0.07, atom 2 (C): -0.28

# 2
The following is a DFT calculation (the ωB97M-V functional and the def2-TZVPD basis) of a molecular structure, C9H8N2O4Pd in a non-equilibrium geometry.

Geometry (Å):
Pd 0.128 0.392 -1.018
C 0.197 -1.281 -1.849
O 0.240 -2.314 -2.363
C 0.999 1.077 -2.564
O 1.528 1.461 -3.514
C 1.820 0.081 -0.200
O 2.845 -0.127 0.285
C -1.566 0.743 -1.815
O -2.591 0.935 -2.308
C -0.270 2.091 0.513
H -1.346 2.167 0.629
H 0.290 1.848 1.409
C 0.361 2.659 -0.578
H 1.424 2.869 -0.552
H -0.211 3.188 -1.332
N -0.054 -2.586 2.050
C -1.044 -1.760 2.423
C -1.106 -0.720 1.522
N -0.143 -0.885 0.590
C 0.474 -2.050 0.935
H 0.238 -3.470 2.522
H -1.684 -1.909 3.282
H -1.817 0.092 1.547
H 1.289 -2.504 0.387

Properties
- molar mass (g/mol) = 314.6
- 2S+1 = 3
- <S²> = 2.01
- calculated total energy (hartree) = -885.2694
- total charge = +2
- orbital gap (spin up / spin down) (eV) = 7.89 / 8.23
- relative energy (zero: lowest compared OMol25 entry of this formula, charge and spin) (kJ/mol) = 187.1

Löwdin population analysis, charges in e, atoms 1 to 2: atom 1 (Pd): 0.87, atom 2 (C): -0.14

# 3
The following is a DFT calculation (the ωB97M-V functional and the def2-TZVPD basis) of a molecular structure, C28H40BN8ORuS5.

Geometry (Å):
Ru -1.025 -1.197 -1.080
C 0.136 3.252 -3.964
C 1.619 3.030 -3.694
C 2.022 1.743 -4.432
C 2.406 4.233 -4.227
N 1.960 2.854 -2.263
C 3.252 2.471 -1.921
C 3.241 2.146 -0.623
N 1.961 2.311 -0.139
B 1.668 1.604 1.201
N 0.212 1.653 1.755
C -0.218 2.843 2.306
C -1.358 2.627 2.974
N -1.664 1.276 2.838
C -0.689 0.679 2.070
S -0.676 -0.959 1.616
C -2.770 0.586 3.561
C -2.172 -0.424 4.543
C -3.741 -0.092 2.593
C -3.554 1.624 4.364
N 2.203 0.137 1.173
C 2.762 -0.373 2.318
C 3.026 -1.672 2.113
N 2.639 -1.973 0.818
C 2.091 -0.853 0.255
S 1.399 -0.660 -1.317
C 2.617 -3.391 0.350
C 3.848 -4.109 0.920
C 2.708 -3.493 -1.171
C 1.350 -4.037 0.897
C 1.170 2.807 -1.134
S -0.387 3.408 -0.931
H 0.016 3.298 -5.050
H -0.230 4.173 -3.518
H -0.455 2.425 -3.574
H 1.765 1.833 -5.489
H 1.486 0.895 -4.004
H 3.090 1.540 -4.356
H 2.173 4.391 -5.282
H 3.484 4.085 -4.134
H 2.131 5.130 -3.670
H 4.057 2.438 -2.630
H 4.033 1.767 -0.001
H 2.369 2.142 2.044
H 0.321 3.758 2.138
H -1.983 3.321 3.499
H -1.625 -1.197 4.008
H -2.976 -0.890 5.116
H -1.492 0.082 5.234
H -3.236 -0.781 1.920
H -4.269 0.655 1.999
H -4.476 -0.659 3.171
H -2.935 2.113 5.118
H -4.364 1.103 4.876
H -3.998 2.381 3.715
H 2.915 0.243 3.186
H 3.443 -2.396 2.784
H 4.771 -3.588 0.652
H 3.876 -5.109 0.488
H 3.807 -4.233 2.002
H 3.569 -2.933 -1.545
H 1.816 -3.119 -1.657
H 2.829 -4.547 -1.426
H 1.361 -4.013 1.990
H 1.266 -5.072 0.562
H 0.468 -3.505 0.543
S -3.236 -2.184 -0.810
C -2.290 -3.623 -0.767
S -0.893 -3.608 -1.788
C -2.568 -4.681 0.114
C -1.773 -5.861 0.148
N -1.160 -6.841 0.201
C -3.674 -4.652 1.008
N -4.564 -4.681 1.746
C -2.974 1.426 -3.374
O -1.877 0.725 -2.820
C -1.840 0.406 -1.463
C -2.905 1.124 -0.671
H -2.916 2.495 -3.143
H -3.932 1.030 -3.030
H -2.903 1.287 -4.454
H -3.084 2.147 -1.007
H -2.607 1.156 0.371
H -3.839 0.554 -0.740

Properties
- molar mass (g/mol) = 776.9
- 2S+1 = 2
- <S²> = 0.77
- calculated total energy (hartree) = -3715.0776
- total charge = -2
- orbital gap (spin up / spin down) (eV) = 4.24 / 4.94
- relative energy (zero: lowest compared OMol25 entry of this formula, charge and spin) (kJ/mol) = 22.9

Löwdin population analysis, charges in e, atoms 1 to 2: atom 1 (Ru): 0.36, atom 2 (C): -0.10

# 4
The following is a DFT calculation (the ωB97M-V functional and the def2-TZVPD basis) of 2 unconnected molecules or ions with the total composition C21H30Cl2F3NO10S2 in a non-equilibrium geometry.

Geometry (Å):
C 0.738 3.487 -1.287
C 0.664 2.330 -0.973
C 0.668 0.891 -0.656
C 2.112 0.651 -0.138
C 2.271 -0.554 0.826
C 2.260 -0.070 2.271
O 1.406 -0.355 3.068
O 3.252 0.758 2.559
C -0.249 0.808 0.562
N -0.754 -0.578 0.549
O -1.250 -1.275 1.587
C -1.673 -0.474 2.703
C -2.925 0.401 2.451
C -2.638 1.885 2.726
O -3.489 0.160 1.179
C -0.672 -1.066 -0.615
C -1.147 -2.416 -1.060
C -2.457 -2.928 -0.479
O -3.580 -2.219 -0.961
C -4.751 -2.864 -0.499
C -5.949 -2.072 -1.009
C 0.024 -0.135 -1.668
C 1.159 -0.812 -2.421
Cl 1.769 -2.357 -1.849
C 1.762 -0.296 -3.475
C 1.427 1.034 -4.088
Cl 3.076 -1.135 -4.233
S -1.441 0.446 -2.637
C -1.715 -0.614 -4.071
O -1.320 1.784 -3.124
O -2.522 0.357 -1.709
H 1.071 4.477 -1.436
H 2.359 1.539 0.439
H 2.862 0.625 -0.923
H 3.271 -0.959 0.656
H 1.589 -1.378 0.666
H 4.024 0.453 2.043
H -1.140 1.376 0.266
H 0.050 1.270 1.493
H -1.937 -1.199 3.465
H -0.859 0.096 3.142
H -3.671 0.123 3.199
H -3.549 2.405 3.016
H -2.224 2.406 1.865
H -1.956 1.967 3.573
H -4.437 0.239 1.286
H -1.205 -2.511 -2.139
H -0.379 -3.122 -0.741
H -2.557 -3.970 -0.817
H -2.489 -2.962 0.611
H -4.741 -2.894 0.597
H -4.820 -3.899 -0.856
H -5.764 -1.823 -2.050
H -6.053 -1.158 -0.433
H -6.842 -2.685 -0.925
H 1.484 1.865 -3.396
H 2.133 1.226 -4.891
H 0.462 0.959 -4.573
H -2.770 -0.867 -4.012
H -1.085 -1.498 -4.087
H -1.588 0.008 -4.950
C 7.869 2.509 3.248
F 7.942 3.379 2.225
F 8.842 1.603 3.060
F 8.173 3.187 4.362
S 6.207 1.723 3.362
O 6.043 1.041 2.077
O 5.314 2.841 3.553
O 6.315 0.833 4.491

Properties
- molar mass (g/mol) = 648.5
- calculated total energy (hartree) = -3641.4368
- orbital gap (eV) = 6.48

Löwdin population analysis, charges in e, atoms 1 to 2: atom 1 (C): 0.19, atom 2 (C): -0.09

# 5
The following is a DFT calculation (the ωB97M-V functional and the def2-TZVPD basis) of a molecular structure, C37H37F3N7O2RbS.

Geometry (Å):
Rb -0.783 0.191 -0.115
O 1.638 3.429 3.029
C 2.506 2.698 3.744
C 3.491 3.363 4.479
C 4.397 2.646 5.238
C 4.334 1.255 5.282
C 3.357 0.596 4.554
C 2.435 1.291 3.774
C 1.374 0.579 2.984
O 0.509 1.265 2.358
N 1.449 -0.742 3.045
N 0.625 -1.379 2.166
C 0.458 -2.613 2.436
C -0.223 -3.548 1.549
C -0.227 -4.904 1.888
C -0.812 -5.816 1.027
C -1.377 -5.354 -0.149
C -1.341 -3.988 -0.406
N -0.781 -3.103 0.416
H 1.019 2.751 2.606
H 3.519 4.445 4.433
H 5.156 3.175 5.805
H 5.042 0.693 5.878
H 3.283 -0.484 4.568
H 0.904 -3.033 3.341
H 0.233 -5.222 2.816
H -0.821 -6.872 1.270
H -1.839 -6.022 -0.863
H -1.775 -3.574 -1.322
S -5.422 3.192 2.999
C -3.871 3.748 2.618
N -2.859 3.621 3.498
C -1.455 3.950 3.242
C -1.193 4.085 1.760
C -2.288 4.892 1.099
N -3.596 4.344 1.449
H -3.100 3.111 4.327
H -0.827 3.163 3.664
H -1.203 4.887 3.747
H -1.105 3.119 1.279
H -0.237 4.585 1.609
H -2.167 4.865 0.017
H -2.233 5.937 1.426
H -4.322 4.288 0.758
F -1.851 2.891 -1.531
C -0.705 3.682 -1.819
F 0.144 3.245 -0.751
F -0.131 2.891 -2.881
C 3.827 2.276 -3.657
C 3.353 1.236 -2.697
C 3.982 0.139 -2.141
C 3.022 -0.454 -1.290
N 1.892 0.231 -1.330
N 2.110 1.246 -2.183
C 3.131 -1.688 -0.451
H 4.826 2.027 -4.013
H 3.866 3.259 -3.181
H 3.161 2.351 -4.518
H 4.994 -0.189 -2.329
H 1.367 1.925 -2.344
H 4.055 -2.224 -0.668
H 2.288 -2.352 -0.653
H 3.108 -1.438 0.613
C 2.038 -4.005 -4.490
C 2.295 -2.650 -4.332
C 1.294 -1.787 -3.904
C 0.010 -2.253 -3.606
C -0.239 -3.619 -3.795
C 0.758 -4.482 -4.225
C -1.052 -1.336 -3.105
C -2.219 -1.772 -2.646
C -3.463 -1.430 -2.132
C -4.559 -1.104 -3.001
C -5.839 -0.928 -2.521
C -6.143 -1.052 -1.162
C -5.095 -1.346 -0.292
C -3.799 -1.528 -0.741
H 2.821 -4.681 -4.817
H 3.288 -2.257 -4.529
H 1.507 -0.731 -3.787
H -1.240 -3.978 -3.585
H 0.538 -5.538 -4.355
H -0.753 -0.274 -3.135
H -4.361 -1.011 -4.062
H -6.628 -0.679 -3.225
H -7.150 -0.899 -0.795
H -5.289 -1.430 0.773
H -3.029 -1.796 -0.029

Properties
- molar mass (g/mol) = 786.3
- calculated total energy (hartree) = -2687.8229
- total charge = -2
- orbital gap (eV) = 4.74
- relative energy (zero: lowest compared OMol25 entry of this formula, charge and spin) (kJ/mol) = 52.4

Löwdin population analysis, charges in e, atoms 1 to 2: atom 1 (Rb): 0.72, atom 2 (O): 0.03